Molecular formula: C42H59Cl2F7N2O6SSeSr
Method: DFT, ωB97M-V with the def2-TZVPD basis set

The LUMO energy is 3.87 eV. As for the maximum force: 0.564 eV/Å. Its relative energy (zero: lowest compared OMol25 entry of this formula, charge and spin) is 0.00 kcal/mol. The highest occupied orbital energy comes out at -0.0812 Eh. The electronic energy comes out at -6646.831207 hartree. The total charge is -2.

```
121
Properties=species:S:1:pos:R:3:forces:R:3:lowdin_charge:R:1
Sr 0.36377 -0.95735 0.60554 0.2977 0.0923 -0.4701 1.45
Se 1.65258 0.80832 -1.71798 0.0780 -0.0354 0.0095 1.11
Cl -1.19137 1.66788 4.23272 -0.0856 0.0006 0.0203 0.57
Cl -2.40908 0.30991 6.52891 -0.0274 -0.0277 0.0760 0.48
S -1.66570 -2.97079 2.04949 0.2002 -0.1283 0.0858 0.47
F -0.58785 -1.71005 -1.80316 0.0436 -0.1398 -0.0348 0.00
F -5.81966 -0.76467 -2.85566 0.0169 -0.0075 -0.0116 0.05
F -1.08610 -4.04239 4.38896 -0.0025 -0.0062 0.0235 0.11
F 0.57519 -4.00211 3.00210 0.0050 0.0183 -0.0216 0.13
F -1.82917 -3.12452 -3.70769 -0.0131 -0.0063 -0.0032 0.07
F -4.66076 0.65147 -0.98307 0.0281 -0.0086 0.0076 0.04
F -1.02234 -5.43853 2.73558 -0.0017 -0.0397 -0.0036 0.12
O 1.88002 0.76799 1.38942 0.0359 0.1096 0.0219 -0.33
O 2.43979 -1.86594 -0.41746 -0.2586 -0.1521 0.1272 -0.28
O 3.55495 -1.39634 2.10076 -0.0776 -0.1342 0.1053 -0.09
O -1.12072 -3.19645 0.71955 -0.0681 -0.0111 0.1993 -0.36
O -3.03571 -3.31959 2.28113 -0.0603 0.1295 -0.0405 -0.27
O -1.21136 -1.68632 2.59742 -0.0745 -0.1577 0.0189 -0.42
N -0.91058 3.06519 -0.49536 0.0056 0.0058 0.0374 -0.16
N -1.78142 0.11223 -0.32490 -0.1003 -0.0857 0.2343 -0.08
C -0.74700 -4.18067 3.09726 -0.0007 0.1040 -0.0575 -0.66
C 4.95335 1.73389 3.64630 -0.0128 0.0078 -0.0007 -0.04
C 5.21219 -4.07027 -0.53794 -0.0330 0.0195 0.0427 -0.04
C 3.58100 -0.31987 -3.50185 -0.0394 0.0145 0.0546 -0.09
C 2.48057 1.71600 3.89245 0.0077 0.0293 0.0327 -0.07
C 4.01117 -4.14240 -1.48995 -0.0153 0.0347 0.0055 -0.53
C 5.08329 0.33575 -5.86298 0.0138 -0.0379 0.0054 -0.07
C -3.89792 -0.29213 -1.60839 0.0469 0.1340 0.0617 -0.14
C -0.72216 4.40327 1.66200 0.0181 -0.0386 -0.0433 -0.08
C 6.81115 -1.14276 -4.87575 -0.0215 0.0077 -0.0062 -0.06
C 3.01090 -1.74354 -1.56888 0.0569 0.1712 -0.1549 -0.39
C -1.53571 0.10815 4.99603 0.1103 0.0617 -0.1536 -1.01
C 2.87261 -0.55076 -2.33352 -0.0598 0.0047 0.1337 -0.39
C 2.82630 1.78368 -0.53765 -0.1229 -0.0905 0.0195 -0.39
C 3.65265 2.41757 3.19906 0.0076 -0.0137 -0.0010 -0.52
C -0.14753 3.34215 0.71788 -0.0227 0.0099 -0.0203 -0.24
C 3.60128 2.42078 1.65945 -0.0269 0.0588 -0.0163 -0.08
C -3.87185 -1.99761 -3.33579 -0.0023 -0.0697 -0.0771 0.01
C -2.53146 -0.47741 -1.24398 0.0168 -0.0053 -0.0793 -0.21
C -2.30386 1.20656 0.46131 0.1061 0.1868 0.0801 -0.24
C 3.73793 2.63844 -1.13093 0.0199 0.0166 0.0462 -0.08
C 3.63300 3.86609 3.72067 0.0333 -0.0050 0.0132 -0.06
C 7.07803 3.87433 -0.53693 -0.0256 -0.0038 -0.0137 -0.06
C 4.27672 -5.22814 -2.54558 0.0563 -0.0002 0.0194 -0.08
C -0.93022 4.16307 -1.44462 0.0033 -0.0215 -0.0189 -0.27
C -2.53375 -2.19908 -3.02025 0.0714 0.0298 0.0696 -0.23
C 4.99703 -2.10442 -6.30333 -0.0015 0.0191 0.0134 -0.06
C 4.62715 3.38040 -0.36875 0.0333 0.0055 -0.0614 -0.19
C 5.42679 5.75312 -0.49221 -0.0027 -0.0203 -0.0163 -0.06
C 0.45666 4.63069 -1.86504 -0.0462 -0.0247 0.0257 -0.09
C 3.82895 -2.76467 -2.15073 -0.0162 -0.0667 0.0825 -0.09
C 4.55123 -2.46682 -3.29517 -0.0349 0.0188 -0.1118 -0.01
C -1.90680 -1.48299 -2.04006 -0.0622 -0.0267 -0.1267 -0.16
C -4.51151 -1.02319 -2.60008 -0.0533 0.0514 0.0386 -0.24
C 2.72141 1.61489 0.87153 -0.0102 -0.0372 -0.0998 -0.40
C 5.32362 -1.04213 -5.24376 -0.0108 0.0047 -0.0152 -0.56
C 4.46942 -1.26173 -3.99733 0.0148 -0.0223 0.0162 -0.20
C 2.77930 -4.62603 -0.70573 -0.0148 0.0143 -0.0741 -0.05
C 4.51949 3.23877 1.01169 -0.0239 -0.0048 0.0254 -0.01
C 5.67329 4.31549 -0.97170 -0.0081 0.0028 0.0123 -0.56
C -2.25577 2.55555 -0.26183 -0.0173 -0.0129 0.0196 -0.19
C 5.62839 4.30969 -2.50082 0.0134 0.0076 0.0402 -0.07
H 5.20630 3.80710 1.63001 0.0139 0.0016 -0.0054 0.09
H 7.27547 2.85679 -0.87846 0.0133 -0.0081 0.0051 0.09
H 4.46619 4.46534 3.35281 0.0067 -0.0061 0.0016 0.06
H 4.35508 -6.19734 -2.04720 -0.0083 -0.0222 -0.0031 0.07
H -1.68558 1.28183 1.36230 -0.0359 0.0074 0.0505 0.06
H 5.32605 1.13343 -5.15877 -0.0007 0.0157 0.0041 0.08
H 5.61315 -1.96221 -7.19715 0.0057 -0.0014 -0.0105 0.07
H 2.47560 0.64226 3.73082 0.0085 -0.0203 -0.0112 0.07
H 5.37276 -5.03360 -0.04296 0.0062 -0.0076 0.0079 0.08
H 7.83914 4.53894 -0.95781 0.0113 0.0064 -0.0037 0.07
H 3.08126 -0.54990 2.00025 0.0167 -0.0093 -0.0573 -0.02
H 2.70606 4.36172 3.42387 -0.0129 0.0101 -0.0074 0.08
H 3.41745 0.62674 -4.00088 0.0368 -0.0042 -0.0403 0.08
H 5.81900 3.31138 -2.89861 -0.0017 -0.0110 -0.0097 0.08
H 7.04686 -2.11943 -4.45131 0.0072 -0.0136 0.0069 0.07
H 5.02061 1.71994 4.73913 0.0009 0.0028 0.0071 0.08
H -3.32307 1.06654 0.83718 -0.0101 -0.1072 -0.1073 0.11
H 0.37290 5.30202 -2.72235 0.0148 0.0101 -0.0124 0.07
H 4.43649 6.09056 -0.80414 -0.0088 0.0085 0.0017 0.08
H 2.60920 -4.05170 0.19701 0.0173 0.0161 0.0183 0.07
H 3.73817 2.69508 -2.21173 0.0192 0.0199 -0.0139 0.09
H 5.71517 0.45815 -6.74705 0.0029 0.0032 -0.0037 0.08
H 7.17794 3.88689 0.54907 0.0066 -0.0028 0.0158 0.07
H 3.94612 -2.04104 -6.59105 -0.0087 -0.0025 -0.0060 0.09
H 0.86026 3.63161 0.41835 -0.0005 -0.0042 0.0132 0.10
H -2.13241 -0.48250 4.31415 -0.0296 0.0066 0.0312 0.00
H 6.39401 4.98439 -2.89339 0.0036 0.0045 -0.0062 0.08
H 5.17645 -3.11044 -5.92222 0.0039 -0.0147 0.0019 0.07
H 3.45205 -5.27490 -3.25943 0.0021 -0.0067 -0.0258 0.09
H 4.04329 0.45732 -6.16975 -0.0127 0.0078 -0.0056 0.08
H 6.17485 6.43447 -0.91003 0.0086 0.0089 -0.0017 0.07
H 5.47449 5.81961 0.59550 -0.0012 0.0048 0.0171 0.07
H 7.44007 -0.99262 -5.75931 0.0091 0.0017 -0.0070 0.07
H 0.97419 5.16936 -1.07001 0.0143 0.0046 0.0039 0.06
H -0.84141 5.36936 1.16535 -0.0047 0.0171 0.0018 0.06
H 2.56078 1.90236 4.96937 -0.0038 -0.0035 0.0081 0.08
H -4.37901 -2.56756 -4.09733 0.0097 -0.0159 -0.0067 0.11
H 3.37734 -1.81552 1.23834 0.0388 0.1525 -0.0505 -0.01
H -0.01378 2.40821 1.26291 0.0242 0.0025 0.0170 0.08
H 4.65840 4.64481 -2.87187 -0.0151 0.0042 -0.0100 0.08
H -2.87797 3.28255 0.29535 0.0139 0.0046 -0.0050 0.11
H 3.68515 3.86258 4.81302 -0.0121 0.0050 0.0116 0.08
H 4.98266 0.70464 3.28437 -0.0004 -0.0148 -0.0044 0.08
H 5.82707 2.25923 3.25368 0.0210 -0.0079 0.0045 0.07
H 7.06726 -0.38602 -4.13202 0.0118 0.0042 0.0065 0.09
H -0.58883 -0.37816 5.19723 -0.0360 -0.0131 0.0373 0.03
H 5.20292 -5.07880 -3.10160 0.0190 0.0138 0.0176 0.06
H -1.69256 4.10696 2.06438 -0.0150 0.0036 0.0106 0.06
H 5.22417 -3.22216 -3.68357 -0.0157 -0.0065 -0.0034 0.09
H 1.52732 2.10838 3.54659 -0.0302 -0.0131 -0.0068 0.04
H -2.73151 2.42989 -1.23827 0.0008 0.0033 0.0077 0.11
H -0.04083 4.54180 2.50454 0.0014 0.0101 0.0142 0.06
H 1.87586 -4.55423 -1.31459 -0.0153 0.0079 -0.0010 0.10
H 2.92655 -5.67629 -0.43529 -0.0069 -0.0076 0.0080 0.08
H 6.11939 -3.80199 -1.08541 0.0114 -0.0067 0.0053 0.08
H 1.06670 3.77107 -2.14693 0.0260 0.0166 -0.0172 0.05
H -1.45541 3.79868 -2.33193 -0.0168 0.0095 0.0094 0.11
H -1.51648 5.02698 -1.07303 -0.0033 0.0045 -0.0020 0.11
H 5.04408 -3.31367 0.23054 0.0120 0.0015 0.0076 0.08
```
Forces are in eV/Å.